Computed, not measured: a cluster of 2 separate species, C3H8NO2S in total at a distorted geometry, with ωB97M-V/def2-TZVPD.

```
15
Properties=species:S:1:pos:R:3:forces:R:3:mulliken_charge:R:1
C -0.829482 -1.343212 -0.159461 0.435 0.793 -0.404 -0.531
C -1.298728 0.144374 -0.058156 0.696 -1.099 -0.391 -0.616
S -0.172950 1.267476 0.835498 -0.252 0.230 0.146 -0.674
C -0.669830 -2.136735 1.104856 -0.587 -1.195 0.633 0.488
N -0.283850 -1.463274 2.201788 0.378 0.097 0.519 -0.190
O -0.936863 -3.350235 1.141346 0.345 0.668 -0.147 -0.722
H 0.124945 -1.369486 -0.698518 0.162 0.088 0.273 0.243
H -1.496626 -1.905898 -0.801494 -0.395 -0.195 -0.002 0.289
H -2.347913 0.054553 0.243906 0.034 0.659 0.347 0.274
H -1.260660 0.499283 -1.085017 -0.436 -0.006 -0.196 0.204
H -0.019771 -1.901505 3.067311 -0.305 -0.658 -0.244 0.229
H -0.031711 -0.485550 2.149469 -0.058 0.659 -0.581 0.010
H 2.574496 3.560810 -2.185403 0.659 0.294 -0.350 0.349
H 3.226270 4.587332 -3.168069 -0.173 -0.200 0.205 0.310
O 3.422678 3.842070 -2.588050 -0.503 -0.134 0.191 -0.663
```
Positions in Å, forces in eV/Å.

The HOMO-LUMO gap comes out at 0.2284 Eh. The value obtained for the relative energy (zero: lowest compared OMol25 entry of this formula, charge and spin) is 22.2 kcal/mol. The value obtained for the electronic energy is -722.59671 Eh. The HOMO energy is -3.02 eV. The spin multiplicity is 1. Its net charge is -1.